ORCA calculation (the ωB97M-V functional and the def2-TZVPD basis) on a cluster of 7 separate species, C26H56FN2O9S7 in total at a distorted geometry.

- ⟨S²⟩: 0.754
- Spin multiplicity: 2
- Kohn-Sham gap (spin up / spin down): 8.6348 / 8.9507 eV
- DFT total energy: -4697.8494 hartree

Last column: Mulliken spin population.
Positions of all 101 atoms, in Å:
C -4.00459 -0.85176 1.90246  0.015
C -3.05994 -0.90065 0.65057  0.000
C -3.62179 -1.99815 -0.27080  0.026
C -3.18614 0.46077 -0.07946  -0.005
C -1.93632 1.36536 0.04428  0.023
C -1.80880 2.03715 1.42736  -0.003
C -0.57803 2.15373 2.01712  -0.002
C -0.54324 2.79835 3.23114  -0.001
C -1.71840 3.27394 3.73494  0.001
N -2.91630 3.15407 3.19055  -0.001
C -2.94562 2.52903 2.01762  0.013
S -2.13782 2.73536 -1.16410  -0.001
O -1.41207 3.85229 -0.66799  0.000
O -1.78472 2.34406 -2.48547  0.000
F -3.66349 3.09945 -1.13086  0.000
C -0.70805 0.56002 -0.38527  0.001
C -0.59682 -0.84927 0.25651  0.049
C -0.35083 -1.89962 -0.83139  0.040
C 0.69922 -0.82679 1.12801  0.004
N -1.70666 -1.16477 1.17861  0.321
O -1.59312 -2.33007 1.69674  0.560
H -4.39054 0.14633 2.09887  0.002
H -3.48879 -1.21017 2.79110  0.001
H -4.86705 -1.50201 1.76621  -0.005
H -4.70274 -1.88111 -0.27978  0.002
H -3.32010 -1.85955 -1.30822  -0.003
H -3.36188 -3.00197 0.06017  -0.007
H -4.10677 0.96196 0.19071  0.003
H -3.29381 0.24002 -1.14670  -0.003
H 0.32865 1.77276 1.58094  -0.008
H 0.38502 2.95558 3.75671  0.000
H -1.66923 3.80696 4.68229  0.000
H -3.90981 2.44370 1.53837  0.000
H -0.82066 0.39970 -1.46008  -0.002
H 0.21562 1.11876 -0.29284  0.001
H -1.15370 -1.97719 -1.56493  -0.002
H 0.53088 -1.57127 -1.38557  -0.001
H -0.09683 -2.84773 -0.36159  -0.010
H 0.39685 -0.54311 2.13682  -0.006
H 1.13808 -1.82016 1.19483  -0.004
H 1.45882 -0.17993 0.70853  -0.001
C 2.09864 -6.71968 0.49148  0.000
S 1.34192 -5.22353 1.14063  0.002
O 1.62098 -4.13204 0.16474  0.000
C 2.48159 -5.01007 2.50719  0.000
H 1.55792 -7.00943 -0.40749  0.000
H 3.14302 -6.52665 0.24555  0.000
H 2.02443 -7.51369 1.23448  0.000
H 3.49989 -4.92927 2.13179  0.000
H 2.40093 -5.85544 3.18815  0.000
H 2.21057 -4.09456 3.03073  0.000
C 5.71278 1.43899 0.82689  0.000
S 4.22818 1.55521 1.83397  0.000
O 3.46944 0.28609 1.64497  0.000
C 3.42440 2.81273 0.83388  0.000
H 6.35170 0.66811 1.25352  0.000
H 5.44257 1.16861 -0.19401  0.000
H 6.23530 2.39549 0.84065  0.000
H 3.30739 2.45862 -0.18881  0.000
H 4.01922 3.72490 0.84524  0.000
H 2.44519 3.01472 1.26610  0.000
C -0.59147 4.53318 -4.20081  0.000
S -1.23635 4.52700 -5.87222  0.000
O -0.06636 4.59023 -6.79223  0.000
C -1.94919 6.17720 -5.80503  0.000
H -0.06222 3.59837 -4.03668  0.000
H 0.09707 5.37115 -4.07945  0.000
H -1.40938 4.61376 -3.49020  0.000
H -1.17144 6.90494 -5.57163  0.000
H -2.73235 6.20204 -5.04718  0.000
H -2.37855 6.40032 -6.77972  0.000
C 6.77771 -4.34629 3.77097  0.000
S 5.99184 -5.49196 4.91252  0.000
O 4.78329 -6.02638 4.23189  0.000
C 5.43347 -4.24131 6.07672  0.000
H 7.16531 -4.91940 2.93111  0.000
H 6.04520 -3.62153 3.41370  0.000
H 7.59957 -3.83863 4.27599  0.000
H 4.79063 -3.52380 5.56599  0.000
H 6.29783 -3.73690 6.50878  0.000
H 4.87229 -4.74018 6.86415  0.000
C -9.23666 -2.31523 -1.01043  0.000
S -7.53845 -2.16691 -0.44014  0.000
O -6.73957 -1.63565 -1.57451  0.000
C -7.21708 -3.93328 -0.34188  0.000
H -9.62528 -1.31287 -1.17776  0.000
H -9.26257 -2.87919 -1.94294  0.000
H -9.83302 -2.81493 -0.24687  0.000
H -7.37619 -4.39064 -1.31866  0.000
H -7.87831 -4.38124 0.40014  0.000
H -6.18133 -4.07148 -0.03695  0.000
C 3.31863 5.56229 -4.33536  0.000
S 3.27731 3.91817 -3.61456  0.000
O 3.66387 4.04954 -2.18153  0.000
C 4.71370 3.29132 -4.49401  0.000
H 2.51655 6.14673 -3.88963  0.000
H 4.27848 6.03310 -4.12099  0.000
H 3.16031 5.48842 -5.41146  0.000
H 5.58218 3.91097 -4.26897  0.000
H 4.51112 3.29474 -5.56491  0.000
H 4.89486 2.27114 -4.16132  0.000